C2H4OS | ωB97M-V/def2-TZVPD

Energy above the lowest of the compared OMol25 structures with the same formula, charge and spin = 156.0 kcal/mol
Multiplicity = 1
Kohn-Sham gap (alpha / beta) = 7.6112 / 8.3387 eV
Electronic energy = -551.78004 hartree

Structure (XYZ):
```
8
C2H4OS | OMol25 | ωB97M-V/def2-TZVPD
C 2.04592 -0.39151 -0.29474
C 0.10752 0.47561 -0.26436
O -0.66790 0.16102 0.60881
S -2.84055 -0.39871 -0.21407
H 2.69669 0.35725 -0.17283
H 2.27334 -1.28458 0.37626
H -0.07669 1.21043 -1.05039
H -3.53834 -0.12951 1.01132
```

C2H4OS | ωB97M-V/def2-TZVPD

Energy above the lowest of the compared OMol25 structures with the same formula, charge and spin = 35.6 kcal/mol
Multiplicity = 1
Kohn-Sham gap = 9.4125 eV
Electronic energy = -551.97188 hartree

Structure (XYZ):
```
8
C2H4OS | OMol25 | ωB97M-V/def2-TZVPD
C -0.04045 0.61144 0.32559
C 0.97709 -0.41692 -0.21496
O 0.27951 1.63821 0.86203
S -1.97684 -0.58055 0.13860
H -2.77566 0.43575 -0.10279
H 0.68589 -1.19752 0.41842
H 1.91392 0.09669 -0.11952
H 0.93653 -0.58711 -1.30738
```

C2H4OS | ωB97M-V/def2-TZVPD

Energy above the lowest of the compared OMol25 structures with the same formula, charge and spin = 0.0 kcal/mol
⟨S²⟩ = 2.016
Multiplicity = 3
Kohn-Sham gap (alpha / beta) = 8.8262 / 8.8708 eV
Electronic energy = -551.89574 hartree

Structure (XYZ):
```
8
C2H4OS | OMol25 | ωB97M-V/def2-TZVPD
C 0.20710 0.14346 -0.62992
C 0.95992 -0.12904 0.57148
O -2.30180 -0.81889 -0.05747
S -1.58332 0.47902 0.14058
H 0.66401 1.11147 -1.09131
H -0.03986 -0.71412 -1.31094
H 0.70037 -0.91989 1.30772
H 1.39358 0.84799 1.06985
```

C2H4OS2 | ωB97M-V/def2-TZVPD

Energy above the lowest of the compared OMol25 structures with the same formula, charge and spin = 4.7 kcal/mol
SMILES = OC(=S)CS
Multiplicity = 1
Kohn-Sham gap = 9.1318 eV
Electronic energy = -950.20127 hartree

Structure (XYZ):
```
9
C2H4OS2 | OMol25 | ωB97M-V/def2-TZVPD
O 1.04072 -0.57609 -0.85412
C -0.16268 -0.20639 -0.61573
S -1.43204 -0.42260 -1.61675
C -0.37084 0.55594 0.65714
S 1.08723 0.53322 1.78193
H 1.64247 -0.31734 -0.12142
H -1.17833 0.03741 1.15406
H -0.69416 1.58449 0.53287
H 0.62245 -0.56303 2.37613
```

C2H4OS2 | ωB97M-V/def2-TZVPD

Energy above the lowest of the compared OMol25 structures with the same formula, charge and spin = 33.0 kcal/mol
⟨S²⟩ = 2.011
Multiplicity = 3
Kohn-Sham gap (alpha / beta) = 6.3257 / 6.1975 eV
Electronic energy = -950.05234 hartree

Structure (XYZ):
```
9
C2H4OS2 | OMol25 | ωB97M-V/def2-TZVPD
C 0.69988 0.80985 0.09840
C 0.32378 -0.65566 0.00947
O -2.27427 -1.13435 -0.54729
S -0.96731 1.55691 -0.08441
S -1.47919 -0.47210 0.46344
H 1.10820 1.08819 1.06878
H 1.36114 1.16441 -0.68984
H 0.36783 -1.04175 -1.00651
H 0.85994 -1.31550 0.68795
```

C2H4OS3 | ωB97M-V/def2-TZVPD

Energy above the lowest of the compared OMol25 structures with the same formula, charge and spin = 48.9 kcal/mol
SMILES = O=CC(S)(S)S
Multiplicity = 1
Kohn-Sham gap = 9.4108 eV
Electronic energy = -1348.33046 hartree

Structure (XYZ):
```
10
C2H4OS3 | OMol25 | ωB97M-V/def2-TZVPD
O 0.87854 -2.02450 0.01331
C 0.39259 -1.21753 -0.69709
C 0.00500 0.33432 0.14250
S 0.02369 0.11387 1.98182
S 1.35413 1.43286 -0.29686
S -1.63778 1.05171 -0.51718
H 0.22415 -1.06240 -1.68197
H 0.70902 -1.08365 1.94146
H 0.43764 2.20720 -0.99885
H -2.38698 0.24811 0.11286
```

C2H4OS3 | ωB97M-V/def2-TZVPD

Energy above the lowest of the compared OMol25 structures with the same formula, charge and spin = 47.3 kcal/mol
SMILES = OC=S.S=CS
Multiplicity = 1
Kohn-Sham gap = 8.0491 eV
Electronic energy = -1348.33301 hartree

Structure (XYZ):
```
10
C2H4OS3 | OMol25 | ωB97M-V/def2-TZVPD
O -2.48193 -0.66037 -0.76543
C -1.88106 0.09423 0.15654
S -0.84162 -0.48513 1.24482
H -3.06295 -0.11273 -1.31199
H -2.15408 1.15375 0.11519
S 2.70070 -1.61926 0.07803
C 1.67919 -0.36548 0.10350
S 2.05515 1.32673 0.14111
H 0.59681 -0.51446 0.09795
H 3.38978 1.18271 0.14029
```

C2H4OY | ωB97M-V/def2-TZVPD

Energy above the lowest of the compared OMol25 structures with the same formula, charge and spin = 59.9 kcal/mol
Total charge = +1
Multiplicity = 1
Kohn-Sham gap = 6.5792 eV
Electronic energy = -191.73568 hartree

Structure (XYZ):
```
8
C2H4OY | OMol25 | ωB97M-V/def2-TZVPD
H -1.28874 -1.70345 1.07352
Y -2.31392 -0.14405 0.31694
C -0.02898 0.71277 -0.42833
H -0.22236 0.73606 -1.50980
H 0.01263 1.68556 0.08136
C 0.99255 -0.19178 -0.02050
O 0.81954 -1.31194 0.50622
H 2.02929 0.21683 -0.01941
```

C2H4S2 | ωB97M-V/def2-TZVPD

Energy above the lowest of the compared OMol25 structures with the same formula, charge and spin = 85.0 kcal/mol
Multiplicity = 1
Kohn-Sham gap = 8.4193 eV
Electronic energy = -874.82474 hartree

Structure (XYZ):
```
8
C2H4S2 | OMol25 | ωB97M-V/def2-TZVPD
C 0.17184 -0.21792 0.48884
C -0.24157 0.38487 -0.79116
S 1.51406 -1.25556 0.74498
S 1.12728 0.50493 1.81899
H -1.53490 -0.97609 1.03651
H 0.58255 0.65242 -1.33269
H -0.86636 1.26776 -0.70918
H -0.75290 -0.36042 -1.25630
```

C2H4S2 | ωB97M-V/def2-TZVPD

Energy above the lowest of the compared OMol25 structures with the same formula, charge and spin = 93.7 kcal/mol
Multiplicity = 1
Kohn-Sham gap (alpha / beta) = 6.7464 / 6.7421 eV
Electronic energy = -874.81088 hartree

Structure (XYZ):
```
8
C2H4S2 | OMol25 | ωB97M-V/def2-TZVPD
C 0.74923 0.23187 -0.09630
C -0.53751 -0.13048 -0.51414
S -0.02886 -0.11156 2.33161
S 1.85301 1.08190 -0.83640
H 0.99786 -0.26344 0.87313
H -0.81273 0.00168 -1.56592
H -1.40204 0.35379 -0.12829
H -0.81896 -1.16377 -0.06369
```

> Look up the energy above the lowest of the compared OMol25 structures with the same formula, charge and spin of the eighth one.

59.9 kcal/mol

> Look up the electronic energy of the second one.

-551.97188 hartree

> Among the records above, which one has the highest energy above the lowest of the compared OMol25 structures with the same formula, charge and spin?

number 1